Here is 2 unconnected molecules or ions with the total composition C3H10N2S at a distorted geometry from OMol25. Energies are from ωB97M-V with the def2-TZVPD basis set.

XYZ file:
```
16
Properties=species:S:1:pos:R:3:forces:R:3
S 0.85634 -0.88893 -0.58242 -0.21 -0.44 0.26
N -3.09575 2.56948 -0.67962 0.67 -1.50 0.66
N -2.95033 0.66748 0.66350 1.91 1.27 -0.99
C 3.49543 -1.27152 0.30235 0.20 0.10 -1.28
C -2.40852 1.68195 0.00905 2.56 -0.32 1.26
C 2.26143 -2.02696 -0.25236 1.33 -0.15 -0.77
H 3.80911 -0.44518 -0.41898 -0.80 -0.54 1.37
H 4.39403 -1.89704 0.32204 -0.10 -0.40 0.15
H -2.38254 -0.05544 1.05643 0.97 -0.32 0.06
H -1.21433 1.79829 0.12559 -2.83 -0.31 -0.37
H -3.88340 0.42360 0.57861 -2.17 -0.24 -0.27
H 2.15636 -2.90858 0.35618 -1.11 0.01 1.33
H 2.57380 -2.65393 -1.11885 -0.19 1.19 -0.51
H -2.83410 3.48181 -0.84444 1.88 1.92 -0.48
H 3.26755 -0.99915 1.33873 0.22 0.67 -0.38
H -4.04506 2.52411 -0.85581 -2.33 -0.95 -0.05
```
Positions in Å, forces in eV/Å.

Total energy   -17085.288 eV
Energy relative to the best compared isomer or geometry (same formula, charge and spin)   76.5 kcal/mol
Molecular weight   106.194 g mol⁻¹
E_HOMO   -0.195 Ha
Gap between HOMO and LUMO   4.36 eV
Spin multiplicity   1

Here is a molecular structure, C3H10N2S at a distorted geometry from OMol25. Energies are from ωB97M-V with the def2-TZVPD basis set.

XYZ file:
```
16
Properties=species:S:1:pos:R:3:forces:R:3
S -1.77726 1.78429 -0.89701 0.19 -0.09 -0.72
N -0.60815 -0.82435 -1.25209 1.12 -1.04 -2.19
N 2.46208 -1.34951 0.79361 1.05 0.44 0.50
C -1.67398 2.15995 0.86686 -0.12 -1.72 -0.06
C 1.60553 -1.21287 -0.28646 -1.78 1.04 0.07
C 0.26129 -1.05696 -0.16351 1.98 -0.74 0.29
H -1.36250 -1.48795 -1.25866 -0.65 -0.07 0.12
H -1.77220 1.27087 1.51240 -0.15 0.18 -0.30
H -0.75468 2.60912 1.13440 0.87 0.78 0.19
H -0.25836 -1.09062 0.78843 0.22 0.07 0.01
H 2.07331 -1.01445 1.67651 0.16 -0.25 -0.43
H -1.00574 0.41806 -1.15813 -1.04 1.16 0.57
H -2.50916 2.78842 1.04357 -0.58 0.75 0.49
H -0.15015 -0.94716 -2.18783 -0.27 0.25 1.20
H 2.07137 -1.10977 -1.26886 -0.08 -0.30 0.24
H 3.39859 -0.93706 0.65677 -0.93 -0.46 0.03
```
Positions in Å, forces in eV/Å.

Total energy   -17086.883 eV
Energy relative to the best compared isomer or geometry (same formula, charge and spin)   39.7 kcal/mol
Molecular weight   106.194 g mol⁻¹
E_HOMO   -0.268 Ha
Gap between HOMO and LUMO   7.96 eV
Spin multiplicity   1

Here is C3H10N2S2 in the gas phase from OMol25. Energies are from ωB97M-V with the def2-TZVPD basis set.

XYZ file:
```
17
Properties=species:S:1:pos:R:3:forces:R:3
S -2.17647 -1.82019 0.36115 0.03 -0.08 -0.28
S -0.91788 -3.30716 0.98677 0.03 -0.10 0.41
N 1.03947 -0.61102 0.58938 0.46 0.45 -0.21
N 1.42512 1.79695 -0.95349 -0.05 0.29 -0.32
C -0.07976 0.04362 -0.11346 0.76 -0.39 0.24
C -1.37916 -0.20449 0.62116 0.59 -0.77 0.01
C 0.22938 1.53171 -0.13905 -0.03 -0.02 -0.59
H 0.45515 1.80912 0.88409 -0.15 0.35 0.21
H -0.10880 -0.33161 -1.13012 -0.50 0.00 -0.57
H 1.30102 1.38573 -1.87054 -0.07 -0.36 -0.09
H -0.18639 -3.60115 -0.10544 -0.20 0.22 -0.18
H 1.88994 -0.33504 0.09386 -0.14 0.03 0.34
H -1.16860 -0.03558 1.66958 -0.27 0.03 0.33
H -0.64515 2.07326 -0.53000 0.02 -0.04 0.30
H 1.01657 -1.62009 0.55701 -0.33 -0.02 -0.01
H -2.16848 0.43870 0.26742 -0.29 0.48 -0.06
H 1.47404 2.78726 -1.18832 0.13 -0.07 0.47
```
Positions in Å, forces in eV/Å.

Total energy   -27923.834 eV
Energy relative to the best compared isomer or geometry (same formula, charge and spin)   2.6 kcal/mol
Molecular weight   138.261 g mol⁻¹
E_HOMO   -0.339 Ha
Gap between HOMO and LUMO   9.81 eV
Spin multiplicity   1

Here is 2 unconnected molecules or ions with the total composition C3H10N3 at a distorted geometry from OMol25. Energies are from ωB97M-V with the def2-TZVPD basis set.

XYZ file:
```
16
Properties=species:S:1:pos:R:3:forces:R:3
N -1.24744 -0.28881 0.08729 3.54 0.39 4.10
N 1.99199 -1.15729 0.70096 0.74 1.01 0.02
N 2.32838 0.86061 -0.51713 0.99 -0.20 1.45
C -1.59980 -0.79082 -1.08803 -4.37 4.25 -1.47
C 1.62333 -0.10207 0.02844 -0.75 -0.63 -0.54
C -1.65143 0.83712 0.80082 -2.60 3.19 -0.86
H -1.03050 -1.55942 -1.33032 2.60 -3.20 -1.92
H -1.90104 0.02321 -1.81335 1.11 -0.61 -0.29
H 2.82731 -1.21468 1.24556 1.20 0.52 -0.01
H 3.35089 0.96128 -0.27448 -1.32 -0.10 -0.54
H -2.55620 1.45154 0.32804 1.25 -1.49 0.75
H 1.46774 -1.95827 0.95107 -1.66 -0.31 -0.33
H -2.62085 -1.12476 -1.02669 -1.10 -0.87 0.45
H -0.94875 1.71237 0.89013 0.23 -1.16 -0.38
H -1.89244 0.64748 1.85979 0.04 -0.44 -0.44
H 1.85880 1.70252 -0.84208 0.11 -0.35 0.00
```
Positions in Å, forces in eV/Å.

Total energy   -7731.732 eV
Charge   +1
Energy relative to the best compared isomer or geometry (same formula, charge and spin)   150.6 kcal/mol
Molecular weight   88.134 g mol⁻¹
E_HOMO (alpha / beta)   -0.459 / -0.478 Ha
Gap between HOMO and LUMO (alpha / beta)   6.29 / 8.85 eV
Spin multiplicity   1

Here is a gas-phase ion, C3H10N3 (charge +1) at a distorted geometry from OMol25. Energies are from ωB97M-V with the def2-TZVPD basis set.

XYZ file:
```
16
Properties=species:S:1:pos:R:3:forces:R:3
N 0.51388 0.03836 0.49425 1.27 -1.23 0.96
N -0.05745 1.02016 -1.48349 -1.06 -0.51 -2.06
N -1.70281 0.44469 0.22820 -2.19 -0.21 -1.18
C 0.31011 -0.22995 -0.87853 1.24 -1.53 -1.57
C 1.59000 -0.58615 1.26095 -0.79 -1.17 3.94
C -0.71823 -0.62664 0.14330 0.21 -1.44 1.36
H 2.53460 -0.11781 1.09917 0.61 0.12 -0.97
H -0.45823 0.92975 -2.42366 0.42 -0.08 0.24
H -1.88132 0.84059 1.14750 0.23 -0.06 0.01
H -1.23758 1.12496 -0.52573 0.39 0.25 0.73
H 1.66895 -1.75403 1.29040 -0.25 2.14 -0.52
H -2.59282 0.23956 -0.25599 0.15 -0.30 0.74
H 0.92471 -1.07180 -1.47700 -1.49 2.10 1.47
H 1.46570 -0.25604 2.41517 -0.21 -0.94 -2.53
H -1.00643 -1.71568 0.47708 0.65 2.40 -0.85
H 0.64693 1.72004 -1.51161 0.82 0.47 0.23
```
Positions in Å, forces in eV/Å.

Total energy   -7734.960 eV
Charge   +1
Energy relative to the best compared isomer or geometry (same formula, charge and spin)   76.2 kcal/mol
Molecular weight   88.134 g mol⁻¹
E_HOMO   -0.522 Ha
Gap between HOMO and LUMO   11.17 eV
Spin multiplicity   1

Here is 2 unconnected molecules or ions with the total composition C3H10N3 at a distorted geometry from OMol25. Energies are from ωB97M-V with the def2-TZVPD basis set.

XYZ file:
```
16
Properties=species:S:1:pos:R:3:forces:R:3
N 1.45894 0.58101 0.38435 0.03 -0.01 0.01
N -2.45490 -0.20307 0.20480 4.06 1.70 0.24
N 1.31228 0.35297 -1.94329 -0.04 1.61 0.61
C 1.75554 0.97137 -0.82736 -0.47 -0.71 -1.96
C -0.65810 -1.37405 1.29395 0.57 -3.35 0.26
C -1.37744 -0.25659 1.07696 -4.39 1.97 -0.46
H 0.42110 -0.15025 -1.97662 0.81 -0.13 0.12
H 2.38968 1.85572 -0.99065 0.08 -0.63 0.33
H 1.57947 0.78263 -2.84134 -0.18 -0.34 0.62
H 0.82415 -0.21540 0.55544 1.18 0.75 -0.19
H -0.57905 -2.17918 0.54291 -0.12 0.34 0.38
H -2.42914 -0.84437 -0.57288 -0.55 -0.87 0.00
H -0.30597 -1.62350 2.29871 0.38 0.37 -0.29
H -1.28940 0.57347 1.79514 -0.18 -0.11 -0.52
H 1.99654 0.97730 1.15151 -0.34 -0.09 0.04
H -2.64369 0.75193 -0.15163 -0.83 -0.49 0.83
```
Positions in Å, forces in eV/Å.

Total energy   -7724.062 eV
Charge   +2
Energy relative to the best compared isomer or geometry (same formula, charge and spin)   21.6 kcal/mol
Molecular weight   88.134 g mol⁻¹
E_HOMO (alpha / beta)   -0.733 / -0.734 Ha
Gap between HOMO and LUMO (alpha / beta)   11.19 / 7.70 eV
Spin multiplicity   2

Here is a gas-phase ion, C3H10N3S (charge +1) at a distorted geometry from OMol25. Energies are from ωB97M-V with the def2-TZVPD basis set.

XYZ file:
```
17
Properties=species:S:1:pos:R:3:forces:R:3
S -2.95586 0.07790 0.36456 2.46 -0.64 0.98
N -0.62470 -1.16107 -0.43638 0.41 -0.56 -1.12
N 0.25575 -1.03017 0.73609 -3.15 0.01 0.99
N -0.26874 1.13290 0.06815 -2.22 -1.45 -1.22
C 0.77714 0.38122 0.72266 -1.25 0.54 -2.97
C 1.89835 0.33185 -0.21423 1.60 1.32 -2.89
C -1.35179 0.08988 -0.61389 2.21 0.68 5.55
H -1.43324 0.39287 -1.57456 -0.54 0.47 -3.06
H -3.76826 0.49351 -0.52321 -1.11 0.69 -1.68
H 1.03767 -1.68364 0.56160 -0.77 -0.24 1.06
H -0.47813 -1.17227 1.57576 2.63 -0.32 -1.87
H -0.87280 1.69071 0.60981 -0.29 0.90 1.33
H -0.03233 -1.33030 -1.27385 -0.32 0.11 0.90
H 2.43348 -0.56594 -0.12488 1.18 -1.33 0.03
H 2.64942 1.13574 -0.22160 -0.41 -0.04 0.96
H 1.16326 0.74590 1.60661 -0.20 0.48 2.57
H 1.57079 0.47091 -1.26263 -0.21 -0.61 0.44
```
Positions in Å, forces in eV/Å.

Total energy   -18569.234 eV
Charge   +1
Energy relative to the best compared isomer or geometry (same formula, charge and spin)   83.9 kcal/mol
Molecular weight   120.201 g mol⁻¹
E_HOMO   -0.499 Ha
Gap between HOMO and LUMO   10.02 eV
Spin multiplicity   1

Here is 2 unconnected molecules or ions with the total composition C3H10N4 at a distorted geometry from OMol25. Energies are from ωB97M-V with the def2-TZVPD basis set.

XYZ file:
```
17
Properties=species:S:1:pos:R:3:forces:R:3
N 1.85835 0.39309 -1.56294 -0.18 -0.04 -0.14
N -2.12082 0.14361 0.61515 0.42 -0.05 -0.18
N 0.66981 -1.87570 0.73387 0.16 0.20 0.27
N -0.72737 0.20674 0.23982 0.14 0.07 -0.54
C 0.13997 1.04780 1.09880 -0.16 -0.24 -0.14
C -0.11829 -1.26894 -0.04555 -0.02 0.66 -0.83
C 0.82837 -0.31753 -1.82324 0.04 -0.44 0.65
H 1.33485 -1.27261 1.21280 -0.03 -0.02 0.02
H 1.12453 1.06096 0.62412 -0.04 -0.01 0.15
H 0.15232 0.62679 2.10441 0.14 -0.01 -0.07
H -0.27235 2.05643 1.13342 0.00 -0.04 -0.04
H 2.51634 0.49012 -2.34669 -0.12 -0.06 0.05
H 0.70197 -0.80298 -2.81277 0.18 0.11 -0.05
H -0.86968 -1.80814 -0.60623 -0.19 0.16 0.01
H -2.48126 1.09330 0.66312 0.08 -0.08 0.05
H -2.17304 -0.27201 1.54240 0.08 0.05 -0.07
H -0.56371 0.49907 -0.77049 -0.49 -0.24 0.86
```
Positions in Å, forces in eV/Å.

Total energy   -9228.182 eV
Energy relative to the best compared isomer or geometry (same formula, charge and spin)   124.6 kcal/mol
Molecular weight   102.141 g mol⁻¹
E_HOMO   -0.249 Ha
Gap between HOMO and LUMO   7.35 eV
Spin multiplicity   1

Here is 2 unconnected molecules or ions with the total composition C3H10N4 at a distorted geometry from OMol25. Energies are from ωB97M-V with the def2-TZVPD basis set.

XYZ file:
```
17
Properties=species:S:1:pos:R:3:forces:R:3
N -1.71195 0.56981 1.04945 -0.15 -0.78 -1.30
N -0.68711 -0.77288 -0.92794 1.05 0.33 0.16
N 0.97707 0.16300 0.70411 -0.58 1.06 0.50
N -0.49008 2.43550 0.40703 0.18 0.15 -0.07
C -0.60884 1.33087 1.22279 0.88 -0.53 -0.36
C 1.67217 -1.74492 -0.71194 0.21 0.10 -0.03
C 0.79097 -0.64744 -0.18892 -1.81 -0.78 -0.70
H -1.79268 -0.13031 1.77621 -0.01 0.05 -0.03
H -0.75450 -0.11059 -1.69215 0.27 -0.15 -0.24
H -0.76380 2.28105 -0.55446 -0.07 0.01 0.13
H 1.80759 -1.64955 -1.79174 0.01 -0.02 0.03
H 1.23064 -2.72636 -0.51631 -0.04 0.08 0.00
H 2.64083 -1.69457 -0.21719 -0.02 -0.01 -0.03
H -0.88632 -1.69689 -1.29467 0.22 0.04 0.00
H 0.41001 2.88896 0.46369 0.00 -0.09 -0.01
H -1.59866 0.01628 0.04127 -0.11 0.62 2.10
H -0.23536 1.48804 2.23076 -0.01 -0.09 -0.16
```
Positions in Å, forces in eV/Å.

Total energy   -9231.522 eV
Energy relative to the best compared isomer or geometry (same formula, charge and spin)   47.6 kcal/mol
Molecular weight   102.141 g mol⁻¹
E_HOMO   -0.277 Ha
Gap between HOMO and LUMO   8.40 eV
Spin multiplicity   1

Here is C3H10N4 in the gas phase at a distorted geometry from OMol25. Energies are from ωB97M-V with the def2-TZVPD basis set.

XYZ file:
```
17
Properties=species:S:1:pos:R:3:forces:R:3
N 1.27171 0.30320 -2.16531 0.46 -0.43 -0.94
N -1.59680 1.85488 1.43607 0.40 -0.91 -0.14
N -1.51249 0.55228 0.88869 1.10 -2.56 0.94
N 0.79580 -1.97272 -0.58755 0.23 -0.37 0.03
C -0.30093 -0.58547 1.14843 -2.11 3.22 -0.16
C 0.50027 -0.68659 -0.09120 0.09 1.35 -1.57
C 0.72401 0.38661 -0.90163 -0.38 -0.58 1.63
H -1.81575 0.43318 -0.07740 0.33 0.75 0.48
H -1.95364 1.81709 2.39375 0.20 -0.11 -0.49
H -0.71297 2.36086 1.43611 -0.03 -0.13 -0.05
H 0.55985 1.40364 -0.56848 -0.29 -0.18 0.18
H 1.04444 -0.57775 -2.62059 0.04 0.31 -0.12
H 1.05554 1.09921 -2.75603 0.07 -0.34 0.14
H 0.78390 -2.67817 0.14259 0.11 0.10 -0.29
H 1.68550 -1.98070 -1.08171 -0.14 -0.21 0.24
H -0.79353 -1.52594 1.40659 0.00 0.17 -0.04
H 0.26510 -0.20362 1.99769 -0.09 -0.07 0.15
```
Positions in Å, forces in eV/Å.

Total energy   -9231.194 eV
Energy relative to the best compared isomer or geometry (same formula, charge and spin)   55.1 kcal/mol
Molecular weight   102.141 g mol⁻¹
E_HOMO   -0.258 Ha
Gap between HOMO and LUMO   8.06 eV
Spin multiplicity   1

Here is C3H10N4 in the gas phase at a distorted geometry from OMol25. Energies are from ωB97M-V with the def2-TZVPD basis set.

XYZ file:
```
17
Properties=species:S:1:pos:R:3:forces:R:3
N 0.34150 1.31718 1.08782 -0.07 -0.52 -0.04
N -0.08924 -1.02690 0.21967 -1.12 -0.11 0.15
N -0.74134 0.22959 -2.12035 -0.63 -0.30 -0.19
N 0.07818 0.94276 -1.23896 0.27 0.01 0.66
C 0.43223 0.26857 0.08234 0.79 1.25 -1.83
C 1.78578 -0.11878 -0.24926 0.95 -0.02 0.81
C -1.12416 -1.19386 1.21040 0.05 -0.31 0.47
H -0.24012 0.04708 -2.98696 0.07 -0.15 0.22
H -0.02630 1.95217 -1.24396 -0.46 -0.33 0.29
H -0.85230 -0.83951 2.21841 -0.02 -0.01 -0.16
H -0.93011 -0.66593 -1.64910 0.07 0.34 -0.42
H -2.06054 -0.67398 0.93626 0.25 0.04 -0.11
H 2.63921 0.40299 0.16858 0.07 -0.07 0.12
H -1.36742 -2.25457 1.28845 0.01 0.06 0.03
H 1.95836 -0.88180 -0.99196 -0.26 0.05 0.04
H 0.82687 1.03007 1.93155 0.02 0.01 -0.01
H -0.63060 1.46490 1.33705 0.00 0.06 -0.03
```
Positions in Å, forces in eV/Å.

Total energy   -9228.427 eV
Energy relative to the best compared isomer or geometry (same formula, charge and spin)   118.9 kcal/mol
Molecular weight   102.141 g mol⁻¹
E_HOMO (alpha / beta)   -0.269 / -0.287 Ha
Gap between HOMO and LUMO (alpha / beta)   6.88 / 8.07 eV
Spin multiplicity   1

Here is 2 unconnected molecules or ions with the total composition C3H10N4 at a distorted geometry from OMol25. Energies are from ωB97M-V with the def2-TZVPD basis set.

XYZ file:
```
17
Properties=species:S:1:pos:R:3:forces:R:3
N 0.35660 1.97862 -1.03676 0.43 0.34 -0.11
N -1.44160 3.01719 -0.03465 -0.15 0.32 -0.46
N -1.06632 0.72280 0.30006 -0.26 -0.61 -0.74
N 0.46363 -2.56662 1.43918 0.95 1.02 -0.14
C 1.27925 -2.52659 -0.80662 -0.06 -0.83 0.02
C -0.76239 1.84411 -0.25590 0.62 0.13 1.08
C 0.27445 -2.40006 0.15123 -0.56 0.66 -0.04
H 0.80834 2.87991 -1.01309 -0.11 0.05 -0.05
H 1.03809 -2.44389 -1.85299 0.02 0.19 -0.09
H -2.05843 0.73502 0.52623 0.17 0.09 0.46
H 1.40512 -2.78789 1.74952 -0.12 -0.20 0.17
H 2.28104 -2.80273 -0.51256 0.14 0.03 -0.04
H -0.04001 -1.92028 2.04345 -0.48 -0.61 0.22
H -1.08587 3.85226 -0.47117 -0.07 -0.04 -0.09
H -1.79540 3.18527 0.89092 -0.17 -0.27 -0.01
H 1.04440 1.24559 -0.99945 -0.34 -0.32 -0.03
H -0.70090 -2.01272 -0.11739 0.00 0.04 -0.15
```
Positions in Å, forces in eV/Å.

Total energy   -9225.515 eV
Charge   +1
Energy relative to the best compared isomer or geometry (same formula, charge and spin)   0.0 kcal/mol
Molecular weight   102.141 g mol⁻¹
E_HOMO (alpha / beta)   -0.451 / -0.451 Ha
Gap between HOMO and LUMO (alpha / beta)   8.58 / 4.86 eV
Spin multiplicity   2